Molecular formula: C37H30BNO6
Method: DFT, the ωB97M-V functional and the def2-TZVPD basis

```
75
Properties=species:S:1:pos:R:3:lowdin_charge:R:1
C 0.2337 -6.0326 1.1203 -0.001
H 0.2572 0.4184 2.8294 0.086
C 0.2305 2.8156 -4.9816 -0.083
H -6.2158 2.9326 0.5022 0.115
C 3.3254 -0.5340 -2.5920 -0.052
O 1.6406 -6.6085 3.4691 0.109
H -2.3556 6.3670 2.1935 0.041
C 1.6326 1.0936 -3.1003 -0.083
C 1.4592 -4.3535 -0.7284 -0.001
C -5.3131 2.8891 2.4841 -0.211
H 1.9450 -3.6998 -1.4401 0.116
C -1.5104 4.3865 -5.5034 -0.051
H -0.2319 -6.6844 1.8467 0.121
C -0.4248 3.6249 -5.9021 -0.002
N -4.1224 3.6188 -1.2692 0.247
H -1.6216 3.5073 -2.2309 0.102
H -2.4258 0.6643 4.7808 0.126
H -4.4346 0.9103 2.5985 0.108
H 1.9553 0.2806 -1.1504 0.119
H 4.5406 -1.1704 -4.2433 0.108
H -1.3997 -6.1037 -0.2601 0.108
C -5.2231 2.8046 0.9513 -0.112
H 1.0260 1.9597 3.2691 0.086
H 3.3997 0.3017 -5.8785 0.120
H -0.3187 1.9325 2.0991 0.085
B -4.2785 3.7942 0.1925 -0.402
C -3.4779 4.8947 0.8804 0.008
C 3.5074 -5.2696 2.9378 -0.082
C -1.9469 4.3420 -4.1835 -0.049
C 3.4779 -4.1311 0.6983 -0.275
O -0.7932 1.6721 4.1091 -0.197
O 0.1479 1.9435 -1.4768 0.101
C -3.0497 2.2984 3.4999 -0.181
H -2.0214 5.0146 -6.2214 0.109
O -5.3890 4.8764 -2.8375 0.174
C -4.7938 4.2827 -2.0311 -0.327
C 5.3827 -5.0035 4.4139 -0.055
H -4.9615 1.5766 4.1573 0.111
H -2.6465 2.7850 2.6071 0.101
C -0.2007 2.7815 -3.6539 -0.079
H 5.8667 -5.2098 5.3594 0.108
H 6.9950 -3.7924 3.6762 0.108
C 2.1156 -4.6819 0.4517 -0.082
C 2.2801 0.2763 -2.1819 -0.001
H 5.8769 -3.3089 1.5189 0.120
H -0.0770 3.6476 -6.9257 0.120
H 3.8237 -1.1749 -1.8749 0.099
C 0.4960 1.9409 -2.6391 -0.277
H -3.0707 3.0296 4.3093 0.124
C 3.0926 0.2877 -4.8417 -0.003
C 6.0161 -4.2041 3.4683 -0.056
H -2.0624 0.4413 3.0464 0.119
H -6.3571 2.7747 2.7830 0.104
O 1.7630 2.0215 -6.5889 0.105
O 4.0271 -3.4336 -0.1291 0.095
C -1.2917 3.5455 -3.2596 0.000
C 4.1381 -4.4573 1.9933 -0.083
C 0.1964 -4.8615 -0.9809 -0.055
H -4.9079 1.8002 0.6435 0.114
C 4.1333 -5.5379 4.1487 -0.001
C -4.4764 1.8159 3.2086 -0.200
C 3.7280 -0.5312 -3.9236 -0.053
C -0.4144 -5.7043 -0.0583 -0.055
C -2.1054 1.1668 3.8654 -0.235
C 1.4977 -5.5190 1.3825 -0.082
C 1.3812 1.9849 -5.4381 -0.278
C -2.8821 5.6747 1.5795 0.141
C 2.0445 1.1044 -4.4345 -0.084
H -4.9967 3.8709 2.8419 0.099
H 3.6328 -6.1650 4.8736 0.121
C 5.3960 -3.9310 2.2611 -0.002
C 0.0809 1.4843 3.0163 -0.116
H -0.3148 -4.6016 -1.8985 0.108
H -2.7984 4.9354 -3.8766 0.095
C 2.1680 -5.8669 2.6679 -0.277
```

Calculated values
LUMO level ... -0.0396 hartree
Spin multiplicity ... 1
Energy above the lowest of the compared OMol25 structures with the same formula, charge and spin ... 0.000 eV
SMILES string ... O=C1c2ccccc2C(=O)c2ccccc21.O=C1c2ccccc2C(=O)c2ccccc21.C#CB(CCCCCOC)N=C=O
Frontier orbital gap ... 8.405 eV
E_tot ... -53307.3857 eV